6 unconnected molecules or ions with the total composition C41H39ClO15S in a non-equilibrium geometry. Source: the Open Molecules 2025 dataset; level of theory: the ωB97M-V functional and the def2-TZVPD basis.

Geometry as XYZ:
```
97
Properties=species:S:1:pos:R:3
C 0.160 1.243 -0.355
C -0.803 1.318 -1.301
C -0.579 1.789 -2.701
O 0.710 2.171 -3.027
C 1.094 3.471 -2.558
C 2.326 3.950 -3.315
C 2.566 5.441 -3.108
C 2.778 5.839 -1.640
O -0.848 0.605 -3.584
S -1.242 1.142 -5.009
O -1.919 0.131 -5.733
O -0.181 1.850 -5.635
O -2.269 2.207 -4.436
C -1.709 2.783 -3.209
C -2.889 3.001 -2.283
C -3.778 4.149 -2.778
C -3.382 5.511 -2.233
Cl -3.478 5.577 -0.446
H 1.048 0.618 -0.494
H -0.024 1.707 0.607
H -1.810 0.977 -1.078
H 1.281 3.449 -1.481
H 0.305 4.207 -2.739
H 3.195 3.367 -3.010
H 2.146 3.742 -4.373
H 1.750 6.012 -3.557
H 3.461 5.710 -3.673
H 1.844 6.145 -1.168
H 3.470 6.679 -1.574
H 3.218 5.019 -1.070
H -1.310 3.739 -3.544
H -3.457 2.075 -2.209
H -2.505 3.250 -1.293
H -3.761 4.208 -3.869
H -4.809 3.945 -2.483
H -4.078 6.268 -2.583
H -2.371 5.792 -2.523
O -1.538 0.258 2.034
C -1.411 -0.909 2.340
C -0.573 -1.828 1.527
C -0.437 -3.108 1.864
C -1.113 -3.663 3.064
O -0.986 -4.831 3.371
C -1.948 -2.743 3.874
C -2.087 -1.462 3.540
H -0.090 -1.400 0.657
H 0.167 -3.801 1.291
H -2.427 -3.174 4.744
H -2.683 -0.765 4.114
O 3.339 3.490 5.057
C 2.245 2.982 5.173
C 1.604 2.826 6.504
C 0.405 2.266 6.633
C -0.346 1.775 5.449
O -1.438 1.260 5.568
C 0.291 1.932 4.116
C 1.492 2.491 3.991
H 2.171 3.192 7.351
H -0.081 2.139 7.592
H -0.276 1.567 3.270
H 1.980 2.615 3.032
O -0.339 -6.163 7.595
C 0.310 -6.970 6.964
C 0.579 -6.781 5.516
C 1.290 -7.670 4.828
C 1.846 -8.884 5.475
O 2.496 -9.693 4.849
C 1.577 -9.072 6.924
C 0.866 -8.185 7.614
H 0.163 -5.893 5.059
H 1.497 -7.555 3.771
H 1.992 -9.965 7.374
H 0.656 -8.298 8.670
O -3.502 -0.433 -1.246
C -3.679 -1.288 -2.092
C -4.089 -0.935 -3.469
C -4.280 -1.872 -4.393
C -4.093 -3.311 -4.079
O -4.265 -4.169 -4.916
C -3.683 -3.663 -2.694
C -3.490 -2.724 -1.773
H -4.214 0.120 -3.679
H -4.573 -1.637 -5.408
H -3.553 -4.719 -2.489
H -3.190 -2.953 -0.757
O 2.615 -0.722 -1.285
C 3.456 -0.679 -2.160
C 3.699 0.565 -2.913
C 4.613 0.626 -3.876
C 5.431 -0.561 -4.233
O 6.268 -0.513 -5.107
C 5.182 -1.816 -3.474
C 4.265 -1.871 -2.512
H 3.081 1.401 -2.631
H 4.805 1.529 -4.444
H 5.788 -2.669 -3.753
H 4.065 -2.771 -1.945
```

**Multiplicity**: 1
**DFT total energy**: -3572.4426 a.u.
**SMILES**: C=C[C@@]1(OCCCC)OS(=O)(=O)O[C@H]1CCCCl.O=C1C=CC(=O)C=C1.O=C1C=CC(=O)C=C1.O=C1C=CC(=O)C=C1.O=C1C=CC(=O)C=C1.O=C1C=CC(=O)C=C1
**Largest force on an atom**: 2.46 eV Å⁻¹

---

A molecular structure, C41H40AsN8O5S3Ti in a non-equilibrium geometry. Source: the Open Molecules 2025 dataset; level of theory: the ωB97M-V functional and the def2-TZVPD basis.

Geometry as XYZ:
```
99
Properties=species:S:1:pos:R:3
Ti -0.844 0.294 -0.273
O -4.230 0.188 0.794
S -3.667 1.328 1.465
O -4.271 2.609 1.181
N -2.065 1.367 1.184
C -1.291 2.101 2.089
C -1.761 3.077 2.952
C -0.910 3.732 3.860
C 0.427 3.461 3.909
C 0.957 2.496 3.027
C 2.336 2.189 2.975
C 2.806 1.276 2.077
C 1.890 0.642 1.219
N 0.600 0.866 1.280
C 0.101 1.790 2.153
C -3.886 1.051 3.216
C -5.048 1.554 3.785
C -5.313 1.306 5.124
C -4.414 0.574 5.887
C -3.250 0.084 5.309
C -2.984 0.315 3.968
H -2.793 3.384 2.906
H -1.339 4.478 4.517
H 1.089 3.975 4.594
H 3.009 2.703 3.652
H 3.856 1.033 2.003
H 2.224 -0.068 0.475
H -5.726 2.143 3.183
H -6.218 1.695 5.572
H -4.617 0.391 6.934
H -2.540 -0.480 5.901
H -2.087 -0.072 3.506
C 3.584 -1.922 0.076
C 2.857 -2.352 1.321
C 3.602 -2.907 2.393
C 2.937 -3.330 3.500
C 1.529 -3.205 3.571
C 0.803 -3.681 4.682
C -0.557 -3.561 4.686
C -1.217 -2.935 3.618
C -0.550 -2.428 2.516
S -1.570 -1.685 1.295
C 0.869 -2.599 2.471
N 1.560 -2.198 1.367
H 4.394 -1.228 0.311
H 2.907 -1.433 -0.622
H 4.039 -2.785 -0.418
H 4.678 -2.991 2.312
H 3.466 -3.770 4.338
H 1.335 -4.144 5.504
H -1.140 -3.937 5.518
H -2.295 -2.837 3.646
O -0.420 0.664 -2.419
N -0.290 1.897 -2.222
O -0.380 2.724 -3.079
O -0.097 2.187 -0.990
C -4.633 0.844 -2.534
C -3.421 0.994 -1.898
N -2.730 -0.054 -1.446
C -3.205 -1.285 -1.612
C -4.421 -1.541 -2.240
C -5.130 -0.436 -2.706
C -5.027 -2.871 -2.407
C -4.821 -4.059 -1.830
C -3.845 -4.531 -0.823
C -4.328 -5.221 0.287
C -3.404 -5.684 1.201
N -2.096 -5.495 1.053
C -1.739 -4.815 -0.026
N -2.534 -4.344 -0.986
H -5.178 1.711 -2.876
H -3.002 1.976 -1.709
H -2.595 -2.089 -1.230
H -6.086 -0.584 -3.194
H -5.878 -2.848 -3.082
H -5.552 -4.822 -2.082
H -5.388 -5.378 0.427
H -3.719 -6.229 2.085
H -0.677 -4.627 -0.139
C 0.687 -3.522 -2.628
C 0.442 -2.365 -1.789
N 0.242 -1.479 -1.093
H 1.415 -4.172 -2.143
H 1.071 -3.204 -3.595
H -0.252 -4.059 -2.763
C 5.516 3.025 -2.967
As 3.702 2.797 -2.338
C 2.676 4.042 -3.392
C 3.700 3.571 -0.568
S 3.079 0.816 -2.371
H 5.817 4.070 -2.900
H 5.567 2.685 -3.999
H 6.167 2.404 -2.355
H 3.249 4.963 -3.498
H 1.729 4.239 -2.898
H 2.481 3.604 -4.369
H 4.134 4.571 -0.591
H 4.280 2.924 0.087
H 2.672 3.615 -0.210
```

**Multiplicity**: 2
**ΔE to the lowest compared entry with this formula, charge and spin**: 1.288 eV
**DFT total energy**: -6680.4512 a.u.
**Expectation value of S²**: 0.754
**Largest force on an atom**: 1.13 eV Å⁻¹

---

A molecular structure, C41H40Cl3N12NaO9. Source: the Open Molecules 2025 dataset; level of theory: the ωB97M-V functional and the def2-TZVPD basis.

Geometry as XYZ:
```
106
Properties=species:S:1:pos:R:3
Na 1.357 -0.644 -1.133
N 0.034 2.670 -0.725
N -1.264 3.162 -0.903
C -2.232 2.580 -1.629
N -3.362 3.313 -1.826
N -2.041 1.329 -1.991
N -2.967 0.765 -2.805
O -3.626 1.448 -3.602
O -3.075 -0.441 -2.739
H 0.076 1.919 -0.029
H 0.397 2.311 -1.607
H -1.405 4.107 -0.592
H -3.291 4.307 -1.697
H -3.931 3.004 -2.601
Cl 3.844 -4.167 -7.628
C 3.287 -3.619 -6.057
C 3.662 -4.337 -4.909
C 3.231 -3.926 -3.682
Cl 3.699 -4.823 -2.272
C 2.389 -2.758 -3.468
O 2.001 -2.426 -2.333
C 2.054 -2.063 -4.689
C 1.224 -0.873 -4.687
O 0.787 -0.257 -3.736
C 2.498 -2.511 -5.943
H 4.289 -5.214 -4.995
H 0.995 -0.506 -5.715
H 2.206 -1.957 -6.829
O 7.356 -2.000 2.983
C 6.284 -1.498 3.380
O 5.897 -1.250 4.537
C 5.287 -1.118 2.252
C 5.606 -1.337 0.917
C 4.705 -0.966 -0.066
N 3.528 -0.384 0.181
C 3.214 -0.196 1.466
C 4.052 -0.542 2.521
C 1.871 0.490 1.777
O 1.729 0.978 2.904
O 1.001 0.511 0.845
H 6.554 -1.800 0.677
H 4.930 -1.145 -1.112
H 3.752 -0.349 3.540
N 8.367 5.024 3.762
C 7.709 4.496 2.980
C 6.880 3.877 1.986
C 7.304 3.847 0.658
C 6.496 3.290 -0.312
C 5.260 2.756 0.036
C 4.847 2.747 1.366
C 5.653 3.313 2.335
N 4.426 2.206 -0.951
C 4.807 1.523 -2.089
C 3.653 1.090 -2.661
N 2.574 1.525 -1.929
C 3.065 2.194 -0.926
H 8.262 4.272 0.392
H 6.807 3.290 -1.348
H 3.924 2.252 1.645
H 5.342 3.297 3.370
H 5.840 1.316 -2.309
H 3.531 0.439 -3.512
H 2.490 2.660 -0.142
C -6.120 -1.092 3.107
C -5.061 -2.105 2.647
C -5.259 -3.399 3.452
C -5.338 -2.432 1.176
C -3.627 -1.538 2.907
O -3.456 -1.402 4.331
C -3.333 -0.138 2.322
C -3.447 0.127 0.805
C -4.593 1.008 0.364
C -4.931 2.178 1.041
C -5.935 3.017 0.583
C -6.613 2.684 -0.577
Cl -7.877 3.740 -1.163
C -6.300 1.534 -1.279
C -5.296 0.704 -0.800
C -2.467 -2.513 2.574
N -1.889 -2.406 1.257
C -0.957 -1.547 0.828
N -0.722 -1.732 -0.455
C -1.534 -2.771 -0.763
N -2.269 -3.213 0.235
H -7.113 -1.508 2.924
H -6.055 -0.153 2.554
H -6.061 -0.877 4.179
H -6.314 -3.680 3.421
H -4.962 -3.276 4.492
H -4.695 -4.229 3.023
H -6.273 -2.996 1.117
H -4.549 -3.038 0.733
H -5.470 -1.534 0.575
H -4.089 -0.749 4.647
H -2.320 0.095 2.657
H -3.978 0.563 2.858
H -3.486 -0.796 0.231
H -2.527 0.616 0.472
H -4.387 2.461 1.935
H -6.187 3.925 1.113
H -6.826 1.290 -2.192
H -5.038 -0.188 -1.358
H -2.757 -3.551 2.718
H -1.684 -2.280 3.295
H -0.455 -0.802 1.432
H -1.588 -3.202 -1.749
```

**Multiplicity**: 1
**ΔE to the lowest compared entry with this formula, charge and spin**: 0.000 eV
**DFT total energy**: -4463.6494 a.u.
**Net charge**: -2
**Largest force on an atom**: 0.66 eV Å⁻¹